# 1
ORCA calculation (the ωB97M-V functional and the def2-TZVPD basis) on a 3-piece molecular cluster, C22H48IN2 overall.

Values from the calculation:
E_LUMO ... -1.45 eV
Total energy ... -34667.33211 eV
Largest force on an atom ... 3.10 eV Å⁻¹
Multiplicity ... 1
Charge ... +1
Energy above the lowest of the compared OMol25 structures with the same formula, charge and spin ... 1.255 eV
Molecular weight ... 467.54 u

The geometry in XYZ format:
```
73
Properties=species:S:1:pos:R:3:mulliken_charge:R:1
I -0.4637 -0.1949 0.3124 -0.704
C -3.7610 -3.5544 -3.6131 -1.289
C -3.3710 -2.1036 -3.3859 -0.405
C -2.1342 -1.6774 -4.1698 -0.571
C -1.8335 -0.1692 -4.0863 -1.165
N -0.3912 0.1737 -4.4333 0.543
C 0.5770 -0.3795 -3.4107 -0.300
C 1.7031 0.6259 -3.2396 -0.561
C 1.1767 1.9654 -3.8136 -0.626
C -0.1759 1.6735 -4.3789 -0.729
C 0.0525 -0.4506 -5.7373 -1.051
C -0.7157 0.0001 -6.9548 -0.093
C -0.1560 -0.6788 -8.2032 -1.533
H -4.5551 -3.8142 -2.9206 0.389
H -2.8515 -4.1477 -3.4986 0.336
H -4.0991 -3.6674 -4.6444 0.321
H -3.1412 -1.9279 -2.3325 0.338
H -4.1912 -1.4523 -3.7053 0.342
H -2.2031 -1.8548 -5.2469 0.307
H -1.2533 -2.1855 -3.7654 0.310
H -1.8483 0.1667 -3.0476 0.631
H -2.4379 0.4111 -4.7773 0.592
H 0.9868 -1.3695 -3.5888 0.311
H 0.0247 -0.3900 -2.4749 -0.111
H 2.6829 0.3227 -3.6000 0.387
H 1.7966 0.7578 -2.1582 0.285
H 1.8997 2.3019 -4.5707 0.286
H 1.3537 2.7991 -3.1347 0.421
H -0.3623 2.1068 -5.3571 0.322
H -0.8854 2.1021 -3.6676 0.415
H -0.0248 -1.5380 -5.7074 0.423
H 1.1323 -0.2879 -5.7519 0.620
H -0.7545 1.0644 -7.2096 0.284
H -1.7904 -0.1989 -6.8944 0.310
H -0.1994 -1.7749 -8.2003 0.348
H 0.9083 -0.4740 -8.3425 0.353
H -0.6613 -0.4426 -9.1395 0.406
C -2.9389 2.2489 3.6602 -1.243
C -2.1875 0.9292 3.8899 -0.401
C -0.6985 1.2094 4.1688 -0.459
C 0.0214 -0.0848 4.5651 -0.984
N 1.5256 0.0160 4.5302 0.489
C 2.1287 0.1127 3.1349 -0.185
C 2.6754 -1.2405 2.7635 -0.557
C 2.3757 -2.1885 3.9536 -0.725
C 2.1572 -1.2174 5.1022 -0.910
C 1.9706 1.2257 5.3439 -1.119
C 1.6038 1.1804 6.8148 -0.046
C 2.3739 2.2552 7.6022 -1.439
H -2.2589 3.1072 3.7421 0.329
H -3.7627 2.5110 4.3181 0.344
H -3.2230 2.3231 2.6088 0.318
H -2.1673 0.3138 2.9892 0.149
H -2.6530 0.3774 4.7078 0.371
H -0.6623 1.9348 4.9816 0.435
H -0.2440 1.5905 3.2519 0.395
H -0.1614 -0.9824 3.9736 0.466
H -0.3101 -0.2759 5.5867 0.370
H 3.0312 0.7240 3.1391 0.259
H 1.3108 0.5347 2.5604 -0.020
H 3.7483 -1.3178 2.5581 0.311
H 2.2889 -1.6110 1.8109 0.291
H 3.0749 -2.9915 4.1580 0.446
H 1.4579 -2.6791 3.6108 0.306
H 3.1485 -0.9997 5.5162 0.434
H 1.6196 -1.4684 6.0172 0.457
H 1.5652 2.1011 4.8452 0.483
H 3.0553 1.2726 5.2525 0.697
H 1.9464 0.2722 7.3168 0.254
H 0.5267 1.2499 6.9531 0.262
H 3.3819 2.5008 7.2647 0.343
H 2.3324 2.0825 8.6742 0.368
H 1.9138 3.2468 7.4842 0.366
```

---

# 2
ORCA calculation (the ωB97M-V functional and the def2-TZVPD basis) on a 2-piece molecular cluster, C2HFO2 overall.

Values from the calculation:
E_LUMO ... 0.07 eV
Total energy ... -8899.21288 eV
Largest force on an atom ... 2.46 eV Å⁻¹
Multiplicity ... 1
Energy above the lowest of the compared OMol25 structures with the same formula, charge and spin ... 2.850 eV
Molecular weight ... 76.03 u

The geometry in XYZ format:
```
6
Properties=species:S:1:pos:R:3:mulliken_charge:R:1
C 1.2847 0.0302 -0.1415 0.765
C -0.9146 0.1653 0.4222 -0.063
O 1.9859 0.8332 0.2542 -0.305
O 0.6056 -0.7928 -0.6035 -0.352
F -1.6004 0.6437 -0.6778 -0.157
H -1.3612 -0.8794 0.7463 0.113
```

---

# 3
ORCA calculation (the ωB97M-V functional and the def2-TZVPD basis) on C31H24Cl7LaN8O3SSi as an isolated structure.

Values from the calculation:
E_LUMO ... -1.18 eV
Total energy ... -157840.27764 eV
Largest force on an atom ... 0.83 eV Å⁻¹
Multiplicity ... 1
Energy above the lowest of the compared OMol25 structures with the same formula, charge and spin ... 0.250 eV
Molecular weight ... 1003.82 u

The geometry in XYZ format:
```
76
Properties=species:S:1:pos:R:3:mulliken_charge:R:1
La -0.6406 0.3223 0.0286 1.515
Cl 6.4683 2.0728 -2.2089 -0.230
C 4.8196 1.5454 -2.0373 0.280
C 4.2688 1.4330 -0.7727 -0.961
C 2.9561 1.0137 -0.6767 1.284
Cl 2.2494 0.8475 0.9208 -0.212
C 2.1515 0.6905 -1.7819 -1.201
O 0.9102 0.3054 -1.6334 0.071
C 2.7689 0.8290 -3.0344 0.652
Cl 1.8444 0.4605 -4.4506 -0.226
C 4.0813 1.2487 -3.1697 -0.690
H 4.8444 1.6592 0.1123 0.472
H 4.5140 1.3386 -4.1553 0.479
S -0.4696 7.3497 4.3372 0.149
N -0.8874 5.8507 4.7741 -0.671
C -0.6738 5.0780 3.7218 0.925
C -0.8903 3.6417 3.6751 0.329
C -1.3855 2.9094 4.7541 -0.615
C -1.5457 1.5489 4.6201 -1.065
C -1.1863 0.9536 3.4129 -0.276
N -0.7323 1.6452 2.3755 0.232
C -0.5944 2.9767 2.4847 -0.542
C -0.1386 3.7157 1.2891 -0.683
N 0.0320 3.0192 0.1561 0.800
C 0.4405 3.6530 -0.9328 -0.366
C 0.7138 5.0193 -0.9567 -1.207
C 0.5226 5.7494 0.1931 -0.661
C 0.0818 5.0930 1.3426 0.270
C -0.1880 5.7795 2.5945 1.030
N -0.0388 7.0774 2.8033 -0.677
H -1.6354 3.4192 5.6749 0.538
H -1.9264 0.9384 5.4256 0.479
H -1.2621 -0.1208 3.2777 0.385
H 0.5400 3.0458 -1.8258 0.535
H 1.0528 5.4806 -1.8728 0.480
H 0.6983 6.8164 0.2232 0.540
C -2.1562 -1.7508 -2.7174 -0.793
N -2.7835 -2.9104 -3.3280 0.068
C -3.9935 -3.2321 -2.5668 -0.785
N -3.6970 -3.5214 -1.1613 0.042
C -3.0582 -2.3518 -0.5790 -0.662
N -1.8048 -1.9870 -1.2904 1.129
C -0.9043 -3.1658 -1.2488 -0.656
N -1.5155 -4.3467 -1.8411 0.125
C -1.8628 -4.0432 -3.2300 -0.680
C -2.7508 -4.6387 -1.1095 -0.671
H -2.8382 -0.9014 -2.7685 0.324
H -1.2404 -1.4929 -3.2557 0.113
H -4.4725 -4.1049 -3.0139 0.321
H -4.6827 -2.3869 -2.6184 0.358
H -2.8109 -2.5530 0.4670 0.156
H -3.7447 -1.5034 -0.6231 0.122
H -0.6546 -3.3770 -0.2094 -0.056
H 0.0075 -2.9181 -1.7965 0.099
H -2.3291 -4.9219 -3.6792 0.348
H -0.9503 -3.8100 -3.7829 0.354
H -2.5055 -4.8509 -0.0670 0.366
H -3.2210 -5.5212 -1.5469 0.340
Cl -5.4402 1.1565 -1.1184 -0.330
Si -3.5859 1.4014 -0.1115 0.116
Cl -2.3367 1.6761 -1.9152 -0.357
Cl -3.7591 3.4209 0.5503 -0.317
Cl 5.9650 -3.8250 -0.0172 -0.230
C 4.3601 -3.4310 0.5320 0.256
C 3.9729 -3.8023 1.8086 -0.725
C 2.6961 -3.4771 2.2368 -0.720
C 1.8218 -2.7756 1.4121 0.296
C 2.2325 -2.4280 0.1297 1.071
C 3.5009 -2.7583 -0.3203 -1.423
C 0.4747 -2.4027 1.9796 -0.329
O 0.0171 -2.9501 2.9606 -0.727
O -0.1282 -1.4234 1.3507 0.321
H 4.6627 -4.3332 2.4489 0.444
H 2.3580 -3.7562 3.2257 0.487
H 1.5692 -1.9137 -0.5557 0.519
H 3.8245 -2.4958 -1.3182 0.525
```

---

# 4
ORCA calculation (the ωB97M-V functional and the def2-TZVPD basis) on a 8-piece molecular cluster, C22H44Br4O18 overall.

Values from the calculation:
E_LUMO ... 0.40 eV
Total energy ... -340551.23272 eV
Largest force on an atom ... 3.06 eV Å⁻¹
SMILES ... COC(=O)OC.COC(=O)OC.COC(=O)OC.COC(=O)OC.COC(=O)OC.COC(=O)OC.BrCCBr.BrCCBr
Multiplicity ... 1
Molecular weight ... 916.19 u

The geometry in XYZ format:
```
88
Properties=species:S:1:pos:R:3:mulliken_charge:R:1
C 2.6206 8.6680 3.0967 -0.613
O 3.4609 7.8817 2.2743 -0.317
C 3.0702 6.6873 1.8848 0.803
O 1.9876 6.1659 1.9977 -0.576
O 4.1148 6.0845 1.3157 -0.330
C 4.0143 4.7012 1.0068 -0.543
H 2.4584 8.1246 4.0325 0.300
H 1.6364 8.7600 2.6303 0.291
H 3.1075 9.6217 3.2642 0.205
H 3.3852 4.2282 1.7615 0.293
H 5.0098 4.2781 1.1303 0.321
H 3.6511 4.5334 -0.0046 0.179
C 2.0579 -3.3912 5.7495 -0.616
O 3.1567 -2.8635 5.0096 -0.358
C 2.9023 -2.4035 3.7932 0.832
O 1.8327 -2.4518 3.2422 -0.568
O 4.0035 -1.8174 3.3483 -0.340
C 3.9433 -1.1021 2.1267 -0.381
H 2.4257 -3.8672 6.6541 0.223
H 1.4234 -4.0833 5.2020 0.271
H 1.4936 -2.5080 6.0574 0.296
H 4.3145 -0.0904 2.2943 0.279
H 2.9408 -0.8632 1.7626 0.018
H 4.4554 -1.7024 1.3797 0.322
C -4.4192 -0.8359 5.3023 -0.720
O -3.5189 0.0992 4.7511 -0.351
C -2.7682 -0.2550 3.7344 0.790
O -2.9288 -1.2860 3.1151 -0.609
O -1.8667 0.6708 3.4694 -0.409
C -0.9463 0.4566 2.3899 -0.248
H -5.4470 -0.8544 4.9397 0.293
H -4.4966 -0.5950 6.3619 0.282
H -4.0878 -1.8727 5.2584 0.314
H -0.4103 1.4023 2.3494 0.190
H -1.4732 0.3713 1.4445 0.197
H -0.2964 -0.3742 2.6544 0.303
C -1.4114 2.2636 -1.5344 -0.083
O -2.5269 2.6217 -2.3379 -0.408
C -2.2379 2.8493 -3.6298 0.715
O -1.1553 2.8714 -4.1368 -0.508
O -3.3453 3.0952 -4.3116 -0.350
C -4.6392 2.9896 -3.7374 -0.619
H -1.7082 1.9990 -0.5165 0.115
H -0.7269 3.0882 -1.3274 0.333
H -0.9117 1.3735 -1.9113 -0.032
H -5.4323 3.2444 -4.4375 0.258
H -4.7444 3.5925 -2.8398 0.272
H -4.8626 1.9438 -3.5149 0.272
C -2.6868 -5.7724 -4.8272 -0.708
O -1.9835 -5.3666 -3.6556 -0.174
C -0.8657 -5.9449 -3.3032 0.658
O -0.3740 -6.9712 -3.7192 -0.585
O -0.2922 -5.2684 -2.3301 -0.138
C 0.7012 -5.8231 -1.4988 -0.760
H -3.0937 -6.7498 -4.5433 0.310
H -2.0126 -5.8065 -5.6808 0.311
H -3.5275 -5.0975 -4.9591 0.222
H 1.5833 -5.9644 -2.1277 0.305
H 0.3413 -6.7974 -1.1558 0.380
H 0.9333 -5.2428 -0.6104 0.219
C 0.7407 -1.5957 -2.5914 -0.548
O 1.5559 -0.6254 -1.9215 -0.235
C 1.1345 -0.0598 -0.8040 0.702
O 0.0922 -0.2965 -0.2399 -0.260
O 2.1478 0.6762 -0.3572 -0.573
C 1.9644 1.7102 0.5947 -0.240
H -0.2965 -1.2660 -2.6387 0.110
H 0.7959 -2.5312 -2.0405 0.273
H 1.0315 -1.7078 -3.6313 0.245
H 1.4491 1.1889 1.4091 0.030
H 1.3544 2.5718 0.3288 0.295
H 2.8786 2.0212 1.0947 0.098
Br 2.9795 0.2592 -5.1738 -0.195
C 3.0817 2.1287 -4.5616 -0.648
C 2.1836 2.1956 -3.3478 -0.123
Br 2.1543 4.0888 -2.6636 -0.225
H 2.7168 2.6378 -5.4445 0.434
H 4.0992 2.3633 -4.2683 0.420
H 2.5663 1.5289 -2.5829 0.138
H 1.1462 1.9886 -3.5954 0.264
Br -6.0844 -3.0279 -0.6905 -0.178
C -4.4960 -3.5170 0.3576 -0.432
C -3.3683 -3.7377 -0.6003 -0.697
Br -2.6791 -1.9773 -1.2548 0.000
H -4.7098 -4.4212 0.9236 0.434
H -4.2471 -2.7080 1.0399 0.272
H -3.5650 -4.4741 -1.3745 0.367
H -2.4547 -4.0587 -0.0997 0.244
```

---

- Among the records above, which one has the lowest molecular weight?
  C2HFO2

---

- Look up the largest force on an atom of the fourth one.
  3.06 eV Å⁻¹

---

- Among the records above, which one has the lowest largest force on an atom?
  C31H24Cl7LaN8O3SSi

---

- What is the formula in the third record?
  C31H24Cl7LaN8O3SSi